[1]
Density functional theory data (ωB97M-V with the def2-TZVPD basis set) for 9 unconnected molecules or ions with the total composition C16H54N4O9.

The spin multiplicity is 1. The energy above the lowest of the compared OMol25 structures with the same formula, charge and spin comes out at 0.0000 eV. The SMILES is COC[C@H](C)N.COC[C@H](C)N.COC[C@H](C)N.COC[C@H](C)N.O.O.O.O.O. Its total charge is 0.

Last column: Mulliken charge in e.
Geometry (Å):
C: -18.45395 -15.76005 9.33583  -0.698
O: -19.60598 -15.03165 9.67805  -0.433
C: -20.79865 -15.74286 9.45378  -0.688
C: -21.16181 -15.89155 7.98950  0.566
C: -21.06268 -14.56512 7.23039  -1.348
N: -22.45814 -16.53035 7.90832  -0.622
H: -18.33140 -16.62740 9.99835  0.342
H: -17.57185 -15.12758 9.41177  0.157
H: -18.43941 -16.11921 8.29906  0.364
H: -20.73439 -16.72295 9.94492  0.331
H: -21.59224 -15.16492 9.94262  0.395
H: -20.44600 -16.58242 7.52680  0.119
H: -20.07807 -14.09955 7.30378  0.308
H: -21.80431 -13.85048 7.60370  0.294
H: -21.25760 -14.72219 6.16682  0.391
H: -23.14139 -16.08536 8.50575  0.239
H: -22.80821 -16.60537 6.96693  0.236
C: -12.86075 -15.77165 12.97395  -0.527
O: -14.24214 -15.53086 12.94299  -0.044
C: -14.87397 -15.64104 14.21373  -1.111
C: -16.35495 -15.67218 13.98443  0.775
C: -16.86158 -14.45739 13.22438  -1.297
N: -17.02735 -15.75245 15.28582  -0.747
H: -12.63380 -16.84087 12.86762  0.309
H: -12.38702 -15.43081 13.90169  0.458
H: -12.40276 -15.22890 12.14652  -0.465
H: -14.53285 -16.56910 14.69088  0.396
H: -14.58646 -14.79947 14.86237  0.436
H: -16.57245 -16.58218 13.40335  0.105
H: -17.95003 -14.43081 13.21624  0.441
H: -16.47158 -14.41835 12.21073  0.190
H: -16.54558 -13.54021 13.73772  0.230
H: -17.96210 -16.11938 15.14490  0.298
H: -16.56262 -16.44104 15.87253  0.262
C: -14.32393 -20.17383 5.19949  -0.723
O: -15.10989 -20.56858 6.29278  -0.372
C: -15.60090 -19.48272 7.04576  -0.763
C: -16.25099 -20.00208 8.30808  0.375
C: -16.81629 -18.83060 9.09260  -0.697
N: -15.16627 -20.69881 9.08955  -0.624
H: -13.71130 -21.02525 4.90259  0.261
H: -13.66270 -19.34525 5.46995  0.313
H: -14.95196 -19.88163 4.35156  0.268
H: -14.79446 -18.79838 7.34645  0.239
H: -16.33262 -18.87902 6.48840  0.421
H: -17.04274 -20.71930 8.06907  0.331
H: -17.58228 -18.33214 8.50440  0.298
H: -16.01929 -18.15363 9.38594  -0.282
H: -17.25697 -19.19972 10.02327  0.449
H: -14.79563 -21.37151 8.41718  0.239
H: -15.57404 -21.27207 9.82407  0.216
C: -12.20219 -13.45757 8.96003  -0.681
O: -11.66078 -13.28339 10.24360  -0.381
C: -12.58694 -12.70991 11.14307  -0.482
C: -11.85484 -12.48440 12.44834  0.593
C: -12.78335 -12.03237 13.56227  -1.231
N: -10.75439 -11.49972 12.32588  -0.762
H: -13.05013 -14.15720 8.98543  0.067
H: -11.42405 -13.91408 8.34812  0.293
H: -12.50617 -12.50277 8.52012  0.377
H: -12.97676 -11.75781 10.75498  0.684
H: -13.42201 -13.41879 11.26542  -0.057
H: -11.41808 -13.43082 12.76894  0.090
H: -13.23937 -11.06379 13.32321  0.426
H: -12.23976 -11.94945 14.49628  0.337
H: -13.63725 -12.71553 13.63519  0.074
H: -10.18879 -11.75334 11.51660  0.303
H: -11.17960 -10.61755 12.03378  0.317
O: -11.56361 -17.05425 9.97849  -0.639
H: -11.42913 -16.15764 10.30532  0.260
H: -10.70194 -17.48141 10.03002  0.257
O: -14.62182 -16.03444 10.22866  0.395
H: -14.52313 -16.98759 10.38139  0.080
H: -14.62639 -15.68784 11.13583  0.111
O: -15.01316 -15.84626 7.43718  -0.664
H: -14.76901 -15.82774 8.37875  0.315
H: -14.62039 -15.05562 7.05800  0.298
O: -13.72146 -18.64303 10.88397  -0.617
H: -12.86892 -18.23987 10.63774  0.256
H: -13.97321 -19.21492 10.13134  0.356
O: -14.70321 -18.75544 13.55625  -0.583
H: -14.12719 -19.48371 13.80421  0.271
H: -14.50097 -18.60635 12.61657  0.324

[2]
Density functional theory data (ωB97M-V with the def2-TZVPD basis set) for a molecular structure, C16H55InNO11.

The spin multiplicity is 1. The energy above the lowest of the compared OMol25 structures with the same formula, charge and spin comes out at 3.6730 eV. Its total charge is -1.

Last column: Mulliken charge in e.
Geometry (Å):
C: -2.24577 4.18773 3.18865  -1.267
C: -2.84967 2.65224 3.23333  0.474
C: -2.19352 1.88877 4.53581  -1.062
C: -2.48344 1.89140 1.78997  0.402
C: -3.34342 0.49471 1.79452  -0.883
C: -0.85995 1.70987 1.65937  -0.450
O: -0.40248 1.02219 0.44181  -0.761
In: 1.72317 1.00828 0.67413  1.166
O: 2.74081 1.85565 -0.95115  -0.861
C: 2.45264 -1.07569 1.25249  -0.638
N: 3.68497 -0.89835 2.11980  -0.561
H: -2.36946 4.68436 2.12418  0.220
H: -2.66094 4.86044 4.06716  0.264
H: -1.06922 4.07213 3.35147  0.334
H: -4.02659 2.65646 3.40353  0.274
H: -1.09528 2.28066 4.67525  0.247
H: -2.10306 0.72579 4.29217  0.204
H: -2.85434 1.95919 5.51227  0.286
H: -2.82498 2.56457 0.86943  0.235
H: -4.39308 0.75679 2.29868  0.253
H: -3.62373 0.12440 0.69830  0.238
H: -2.88619 -0.36321 2.45991  -0.107
H: -0.40693 2.81307 1.60342  0.120
H: -0.34248 1.18120 2.57035  0.115
H: 2.10809 2.06977 2.11543  -0.339
H: 3.04588 2.77175 -0.62739  0.227
H: 1.57023 -1.57850 1.87483  0.307
H: 2.69248 -1.76712 0.33722  0.170
H: 3.76482 0.14563 2.30266  0.209
H: 3.44278 -1.34327 3.03685  0.242
C: -5.14661 6.06783 3.58995  -0.453
O: -4.50688 6.62051 4.72554  -0.513
H: -4.38561 5.73724 2.87916  0.142
H: -5.75484 5.21225 3.89355  0.242
H: -5.77599 6.82729 3.11946  0.306
H: -5.20676 6.90477 5.33781  0.295
C: -4.25069 -3.18174 2.00760  -0.248
O: -4.85676 -2.05130 1.40837  -0.453
H: -3.42160 -2.84888 2.63644  0.231
H: -4.98498 -3.70624 2.62391  0.005
H: -3.87011 -3.84778 1.22927  0.244
H: -5.58809 -2.37775 0.85691  0.263
C: 4.48935 0.83515 -4.18493  -0.452
O: 5.12908 1.38783 -3.04934  -0.467
H: 5.25035 0.50456 -4.89572  0.131
H: 3.88112 -0.02042 -3.88133  0.305
H: 3.85997 1.59461 -4.65541  0.293
H: 4.42920 1.67210 -2.43707  0.191
C: -6.52962 -5.82475 4.41528  -0.569
O: -7.13569 -4.69431 3.81605  -0.510
H: -5.70053 -5.49189 5.04412  0.217
H: -7.26391 -6.34925 5.03159  0.290
H: -6.14904 -6.49079 3.63695  0.264
H: -7.86702 -5.02076 3.26459  0.296
C: 8.28514 -0.97298 -4.98397  -0.583
O: 7.71909 0.32309 -4.92014  -0.487
H: 8.87824 -1.05707 -5.89763  0.241
H: 8.93077 -1.13276 -4.11693  0.266
H: 7.48734 -1.71964 -5.00014  0.253
H: 7.19900 0.36777 -4.09976  0.284
C: 0.85497 -1.97953 -2.80396  -0.351
O: 0.74931 -1.56589 -1.45413  -0.377
H: 0.89050 -3.07090 -2.83941  0.266
H: -0.01511 -1.62700 -3.36326  0.268
H: 1.77091 -1.57306 -3.23995  -0.016
H: 0.71994 -0.59396 -1.45448  0.130
C: -3.04505 -3.28952 -2.14109  -0.399
O: -4.18384 -2.64653 -1.59885  -0.513
H: -3.11269 -3.27219 -3.23138  0.254
H: -2.14220 -2.76085 -1.82566  0.124
H: -3.01226 -4.32615 -1.79675  0.253
H: -4.09583 -2.67754 -0.63096  0.305
C: 3.55596 -0.00744 -7.77942  -0.569
O: 2.75399 -0.40388 -6.68217  -0.435
H: 4.60850 -0.12334 -7.51044  0.178
H: 3.33114 -0.63817 -8.64299  0.300
H: 3.35644 1.04017 -8.01807  0.263
H: 1.82627 -0.29009 -6.95033  0.274
C: 6.33132 -0.18025 -0.25962  -0.600
O: 5.12074 -0.50565 -0.91756  -0.331
H: 7.08419 -0.93179 -0.50860  0.252
H: 6.67571 0.80182 -0.59289  0.256
H: 6.16948 -0.17403 0.82113  0.236
H: 4.47235 0.17818 -0.67780  0.150

[3]
Density functional theory data (ωB97M-V with the def2-TZVPD basis set) for a molecular structure, C16H56F2N9O16S2.

The spin multiplicity is 1. Its total charge is -1.

Last column: Mulliken charge in e.
Geometry (Å):
N: 1.56254 -2.20120 -0.17436  -0.775
S: 0.27354 -3.06520 -0.36636  1.469
O: 0.15854 -3.32320 -1.78536  -0.857
O: -0.89246 -2.62420 0.34764  0.226
F: 0.66054 -4.43420 0.29964  -0.265
S: 1.65154 -0.69020 -0.22036  0.972
O: 2.50654 -0.17820 -1.24736  -0.926
O: 1.74554 -0.06020 1.07564  -0.413
F: 0.19954 -0.28520 -0.72136  0.041
C: -2.95046 -5.09120 -1.00636  -0.688
C: -3.38246 -5.30220 0.38964  -0.003
O: -4.11646 -4.13420 0.81064  -0.643
H: -2.12146 -4.45720 -0.95336  -0.304
H: -3.69046 -4.64320 -1.54236  0.417
H: -2.55646 -5.99420 -1.53336  0.380
H: -2.51646 -5.51620 1.05764  0.037
H: -3.97446 -6.21320 0.45664  0.376
H: -3.61946 -3.72120 1.50064  0.453
C: -1.59946 0.29180 2.15064  -0.119
C: -2.64246 -0.24920 1.28964  0.440
O: -3.50346 0.82080 0.92464  -0.705
H: -1.23146 1.25480 1.80364  -0.316
H: -0.71346 -0.40120 2.23864  -0.123
H: -2.06846 0.50980 3.11064  0.487
H: -3.14146 -1.08220 1.76264  0.233
H: -2.15646 -0.62020 0.39364  -0.408
H: -2.90946 1.39380 0.37164  0.363
C: 3.96354 1.08880 3.35064  -0.618
C: 4.46754 2.53080 3.18964  -0.165
O: 3.84754 3.45080 3.99664  -0.570
H: 4.45954 0.72280 4.22864  0.508
H: 4.13854 0.45180 2.47664  0.205
H: 2.86654 1.02380 3.54864  0.002
H: 4.41954 2.92980 2.16564  0.101
H: 5.56254 2.52580 3.33664  0.368
H: 4.35854 4.29780 4.08164  0.329
C: -3.08446 4.08880 -0.79936  -1.708
C: -1.80446 3.34080 -0.57136  0.090
O: -1.96046 1.99680 -0.89536  0.079
H: -3.03346 5.02480 -0.36036  0.483
H: -3.97746 3.61280 -0.36136  0.281
H: -3.34446 4.22680 -1.85836  0.274
H: -1.50546 3.45080 0.46464  0.424
H: -1.11246 3.84880 -1.17536  0.377
H: -1.54046 1.84380 -1.72936  -0.311
C: -1.19046 2.44780 -3.86536  0.883
O: -1.03046 3.81680 -3.77336  -0.772
N: -0.44746 1.62880 -3.21036  0.432
N: -2.15846 1.83580 -4.49436  -0.293
H: 0.49454 1.97780 -2.92636  0.047
H: -0.50346 0.60780 -3.40136  -0.049
H: -2.67546 2.31280 -5.25636  0.289
H: -2.21146 0.84180 -4.57636  0.180
C: 2.62954 2.86580 -3.48436  0.307
O: 3.43554 2.15980 -4.35636  -0.794
N: 2.03754 2.37180 -2.44936  0.626
N: 2.29954 4.08680 -3.62736  -0.182
H: 2.17554 1.44480 -2.11236  -0.364
H: 1.84854 3.00080 -1.68036  -0.117
H: 2.93454 4.66580 -4.17536  0.296
H: 1.61154 4.56580 -3.01136  0.179
C: -1.97746 -4.24620 3.47464  0.396
O: -1.04846 -4.99620 2.79664  -0.808
N: -2.62646 -4.60020 4.51664  -0.401
N: -2.48946 -3.22220 2.94664  -0.109
H: -2.17846 -5.39320 5.00964  0.341
H: -3.05546 -3.88220 5.14164  0.220
H: -1.89146 -2.85020 2.20864  -0.165
H: -3.05146 -2.52920 3.51864  0.204
C: 1.23254 -2.51720 3.86764  0.340
O: 0.90354 -3.30820 4.98164  -0.791
N: 1.14354 -2.96820 2.62964  -0.046
N: 1.75254 -1.35720 3.96864  -0.054
H: 0.57654 -3.82320 2.52664  0.095
H: 1.69054 -2.50120 1.91064  0.147
H: 1.94354 -0.98820 4.90264  0.228
H: 1.88254 -0.73620 3.16964  0.057
C: 1.21354 -1.18820 -4.01336  -0.525
O: -0.07546 -1.09520 -3.48336  -0.679
H: 1.11854 -1.35220 -5.08636  0.269
H: 1.76654 -2.03320 -3.57136  0.266
H: 1.67254 -0.16220 -3.95636  0.215
H: -0.09946 -1.77920 -2.84236  0.164
C: 1.44254 2.88380 0.58664  0.196
O: 1.73154 3.96580 -0.29336  -0.764
H: 2.29054 2.60380 1.17864  -0.359
H: 0.92554 2.02580 0.14464  -0.455
H: 0.69554 3.22480 1.29364  0.608
H: 1.99754 4.75880 0.24964  0.350
C: -3.24646 -1.62320 -1.90036  0.675
O: -4.45446 -1.13320 -2.50836  -0.683
H: -2.48746 -0.83220 -2.02336  -0.360
H: -2.96846 -2.52320 -2.39836  0.198
H: -3.35546 -1.86520 -0.83236  -0.176
H: -4.43346 -0.14620 -2.65636  0.339
C: 4.79154 2.20080 -0.47136  -0.178
O: 5.04354 3.60180 -0.16736  -0.597
H: 4.32354 1.54280 0.20564  -0.097
H: 5.80354 1.70980 -0.63436  0.298
H: 4.29754 2.00880 -1.36836  0.158
H: 4.25754 4.05480 -0.14336  0.318

[4]
Density functional theory data (ωB97M-V with the def2-TZVPD basis set) for 12 unconnected molecules or ions with the total composition C16H56N2O12.

The spin multiplicity is 1. The energy above the lowest of the compared OMol25 structures with the same formula, charge and spin comes out at 4.1425 eV. The SMILES is NC(N)=O.CCO.CCO.CCO.CCO.CO.CO.CO.CO.CO.CO.CO. Its total charge is 0.

Last column: Mulliken charge in e.
Geometry (Å):
N: -2.53800 15.53700 22.95700  -0.014
C: -3.30600 15.53400 23.99700  0.057
N: -3.98900 16.64700 24.09200  0.425
O: -3.49000 14.44500 24.78000  -0.800
H: -2.13100 14.67200 22.59900  0.270
H: -2.30300 16.40000 22.36500  0.314
H: -4.78900 16.68400 24.76400  0.181
H: -3.79200 17.58300 23.70700  -0.510
C: -0.37500 20.34600 19.32300  -0.951
C: -1.79100 20.62100 19.30800  -0.360
O: -2.24800 20.23500 20.58100  0.137
H: 0.11500 20.84100 18.48400  0.437
H: -0.10700 19.30600 19.27500  0.301
H: 0.10000 20.84400 20.19700  -0.075
H: -2.27000 20.08800 18.55000  0.415
H: -1.82500 21.70500 19.17600  0.372
H: -2.57000 21.04200 20.99600  -0.241
C: -1.22200 16.52900 27.84800  -1.311
C: -0.91600 16.15500 26.43400  0.530
O: -0.89800 14.77600 26.41100  -0.555
H: -1.28600 17.61400 27.85200  0.222
H: -0.48700 16.25000 28.56000  0.389
H: -2.20700 16.21100 28.19700  0.227
H: -0.00600 16.57000 26.14400  0.465
H: -1.57500 16.51000 25.60700  -0.230
H: -0.61000 14.57200 25.53500  0.327
C: -4.44800 18.05800 26.89600  -0.392
C: -4.92000 16.54200 26.98300  -0.758
O: -5.83600 16.27900 25.98100  -0.532
H: -3.60700 18.17900 26.21700  -0.296
H: -4.02800 18.29800 27.88600  0.435
H: -5.26000 18.70000 26.56400  0.390
H: -5.42000 16.49300 27.93200  0.483
H: -4.12800 15.83800 27.03700  0.435
H: -6.03300 15.33500 26.07600  0.339
C: -7.49200 18.00300 22.07800  -0.737
C: -7.81800 19.36600 21.53800  0.219
O: -7.62200 19.49600 20.15600  -0.521
H: -6.41100 17.85300 21.99100  -0.104
H: -7.90500 17.14600 21.64000  0.472
H: -7.78400 18.01500 23.13100  0.260
H: -7.27400 20.14700 22.04300  -0.305
H: -8.81100 19.69500 21.77800  0.489
H: -7.58000 20.43100 20.04000  0.325
C: -4.29100 22.24400 22.10000  -1.047
O: -4.91000 21.06700 21.54600  -0.644
H: -5.00900 22.89600 22.65700  0.267
H: -3.89600 22.85900 21.25000  0.409
H: -3.44900 21.99200 22.71400  0.340
H: -5.20800 21.28000 20.62400  0.339
C: -4.48100 18.13700 19.83600  0.196
O: -5.13800 17.01000 19.35900  -0.530
H: -4.99100 19.09700 19.62200  0.012
H: -3.50500 18.16500 19.40800  0.389
H: -4.33500 18.02000 20.89100  -0.456
H: -4.65400 16.61800 18.59100  0.351
C: -2.88500 19.65600 23.76600  -0.662
O: -4.08000 19.25100 23.14600  1.992
H: -3.13300 20.41600 24.45100  0.546
H: -2.20000 20.01800 23.02300  -0.188
H: -2.47800 18.79900 24.26100  -0.043
H: -4.41500 20.00300 22.64500  -0.533
C: 1.06600 20.98900 22.90900  -0.642
O: -0.24100 21.30500 23.26400  -0.633
H: 1.72200 21.78800 23.24600  0.306
H: 1.16700 20.84000 21.82300  0.184
H: 1.31500 20.02300 23.31600  0.321
H: -0.65400 21.78100 22.58100  0.313
C: 0.19900 19.96700 26.41600  -0.880
O: -0.29900 19.32100 25.22000  -0.088
H: -0.44900 20.77200 26.81800  0.321
H: 1.17700 20.44300 26.18300  0.305
H: 0.33600 19.28300 27.22900  0.283
H: -0.28600 19.94400 24.50700  0.038
C: -0.61900 17.61200 21.95100  -0.844
O: -1.88200 17.69900 21.37800  -0.504
H: 0.08100 18.25100 21.39500  0.232
H: -0.29200 16.61600 21.94000  0.577
H: -0.62400 17.97200 22.92100  0.233
H: -2.01300 18.67300 21.16600  -0.012
C: -6.48000 21.15700 24.78000  -0.352
O: -6.52700 19.73300 24.88300  -0.506
H: -7.41500 21.60100 25.17500  0.359
H: -6.47800 21.44000 23.68000  -0.158
H: -5.63400 21.49600 25.36600  0.264
H: -5.62600 19.42900 24.96500  -0.080

Number 1: HOMO -9.12 eV, molar mass 446.627 u, energy -41855.2054 eV. Number 2: HOMO -4.78 eV, molar mass 552.430 u, energy -46663.4337 eV. Number 3: HOMO -6.54 eV, molar mass 732.801 u, energy -90775.6648 eV. Number 4: HOMO -8.03 eV, molar mass 468.626 u, energy -45044.1484 eV.